Entry 1:
{"formula": "C4H3N3", "method": "ωB97M-V/def2-TZVPD", "symbols": ["N", "C", "C", "N", "C", "C", "N", "H", "H", "H"], "coordinates": [[3.3219, -0.4724, 0.1031], [2.1671, -0.3931, 0.0683], [0.7364, -0.3078, 0.0387], [-0.0980, -1.2995, 0.2217], [-1.3370, -0.7230, 0.1714], [-1.2542, 0.6275, -0.0537], [0.0894, 0.8789, -0.0995], [-2.2297, -1.3141, 0.2958], [-1.9976, 1.4021, -0.1708], [0.6017, 1.6014, -0.5749]], "nbo_charge": [-0.27, 0.24, 0.20, -0.38, -0.09, -0.09, -0.49, 0.22, 0.23, 0.43], "e_above_lowest_kj_mol": 13.0, "gap_ev": 10.2, "energy_ha": -318.47976, "lumo_ev": 0.63, "max_force_ha_per_bohr": 0.0235, "homo_energy_ev": -9.60}

---

Entry 2:
{"formula": "C14H14ClNO2Sm", "method": "ωB97M-V/def2-TZVPD", "symbols": ["C", "C", "C", "C", "C", "Sm", "N", "C", "C", "H", "H", "H", "H", "H", "H", "H", "H", "H", "H", "Cl", "C", "C", "C", "C", "C", "C", "C", "O", "O", "H", "H", "H", "H"], "coordinates": [[-1.2934, 3.4365, -1.7100], [-2.5223, 3.1909, -1.0389], [-2.9496, 1.8639, -1.3601], [-1.9754, 1.2970, -2.2400], [-0.9505, 2.2720, -2.4457], [-0.7130, 1.4232, 0.0628], [1.2207, 2.1481, -0.0149], [-0.0836, 2.7087, 2.2007], [-1.4286, 2.8389, 2.0535], [-3.7932, 1.3452, -0.9115], [-3.0360, 3.8908, -0.3767], [-1.9370, 0.2601, -2.5727], [-0.0395, 2.1395, -3.0416], [-0.7211, 4.3728, -1.6818], [-1.8891, 3.7680, 1.7092], [0.6145, 3.5397, 2.0548], [2.2086, 2.2760, 0.0304], [-2.1188, 1.9984, 2.2451], [0.3771, 1.7781, 2.5707], [2.7925, -6.6333, -0.1743], [2.1711, -5.0499, 0.0640], [2.4505, -4.3668, 1.2549], [1.9548, -3.0820, 1.4478], [1.1902, -2.4813, 0.4477], [0.8940, -3.1609, -0.7412], [1.3881, -4.4469, -0.9388], [0.6725, -1.1251, 0.6885], [0.9072, -0.4352, 1.7127], [-0.0783, -0.7038, -0.3075], [3.0558, -4.8390, 2.0227], [2.1586, -2.5425, 2.3522], [0.2912, -2.6905, -1.5072], [1.1821, -4.9905, -1.8550]], "mulliken_charge": [-0.43, -0.54, -0.63, -0.53, -0.37, 0.64, -0.50, -0.37, -0.58, 0.36, 0.56, 0.44, 0.31, 0.30, 0.27, 0.17, -0.01, 0.31, 0.23, -0.24, 0.40, -0.53, -0.39, 0.04, -0.40, -0.56, 0.83, -0.78, -0.62, 0.37, 0.44, 0.42, 0.38], "gap_ev": [5.5, 5.7], "energy_ha": -1865.27939, "lumo_ev": [2.62, 2.62], "max_force_ha_per_bohr": 0.0586, "homo_energy_ev": [-2.84, -3.07], "multiplicity": 6, "charge": -1}

---

Entry 3:
{"formula": "C17H29Br2N4O3", "method": "ωB97M-V/def2-TZVPD", "symbols": ["C", "C", "Br", "C", "Br", "N", "C", "C", "C", "C", "C", "C", "C", "C", "N", "N", "C", "N", "C", "C", "C", "O", "H", "H", "H", "H", "H", "H", "H", "H", "H", "H", "H", "H", "H", "H", "H", "H", "H", "H", "H", "H", "H", "H", "H", "H", "H", "O", "C", "C", "O", "H", "H", "H", "H"], "coordinates": [[3.4929, -1.9598, -0.1198], [2.0357, -1.6635, 0.4139], [1.2983, -3.3056, 1.2209], [1.1233, -1.0015, -0.7748], [-0.4379, -2.1530, -1.0768], [0.8137, 0.3693, -0.3355], [1.6779, 1.3834, -0.9449], [2.2551, 2.4189, 0.0782], [3.4613, 3.1455, -0.3330], [4.0489, 4.1584, 0.5302], [3.4317, 4.4196, 1.8184], [2.2492, 3.7020, 2.2454], [1.6651, 2.6950, 1.3738], [-0.5865, 0.7106, -0.3748], [-1.1561, 0.9949, -1.6144], [-1.4299, 0.8612, 0.7977], [-0.9550, 0.1312, 1.9879], [-1.5364, -1.2042, 2.2185], [-2.8616, 0.7006, 0.5291], [-3.4771, 2.1424, 0.2163], [-4.9973, 2.0764, 0.6389], [-5.8271, 3.0342, -0.0480], [3.8385, -1.1208, -0.7830], [3.4237, -2.8999, -0.7376], [4.2120, -2.1673, 0.7124], [2.1404, -0.8867, 1.2158], [1.7676, -1.0733, -1.6901], [2.5777, 0.8766, -1.4027], [1.2063, 1.9733, -1.7743], [3.9360, 2.9557, -1.3279], [4.9490, 4.7338, 0.2197], [3.8621, 5.1749, 2.5095], [1.7436, 3.8957, 3.2136], [0.7624, 2.1346, 1.6895], [-1.6670, 0.2988, -2.1549], [-1.0619, 1.9560, -1.9513], [-1.2459, 0.7568, 2.8858], [0.1561, 0.0243, 2.0519], [-2.2900, -1.1920, 2.8991], [-1.8070, -1.6826, 1.3620], [-3.1071, -0.0419, -0.2768], [-3.4298, 0.3531, 1.4383], [-3.3133, 2.4584, -0.8402], [-2.9836, 2.8326, 0.9567], [-5.3700, 1.0450, 0.3768], [-5.1290, 2.1654, 1.7553], [-5.2012, 3.6620, -0.4464], [-1.3613, -6.8333, -1.1874], [-0.3363, -6.0852, -1.4717], [-0.2283, -5.8880, -3.1169], [0.8049, -5.1467, -3.3962], [0.6589, -6.4573, -1.1584], [-0.3352, -5.0565, -1.0711], [-1.2218, -5.5053, -3.4213], [-0.2389, -6.9161, -3.5256]], "nbo_charge": [-0.64, -0.26, 0.01, -0.08, 0.05, -0.54, -0.22, -0.03, -0.22, -0.22, -0.24, -0.24, -0.16, 0.33, -0.93, -0.47, -0.05, -0.86, -0.21, -0.45, -0.06, -0.73, 0.20, 0.23, 0.22, 0.22, 0.21, 0.20, 0.20, 0.21, 0.21, 0.21, 0.21, 0.22, 0.39, 0.35, 0.17, 0.21, 0.35, 0.38, 0.20, 0.20, 0.21, 0.21, 0.16, 0.16, 0.46, -0.63, 0.00, 0.00, -0.62, 0.12, 0.14, 0.12, 0.13], "e_above_lowest_kj_mol": 0.0, "gap_ev": 2.1, "energy_ha": -6257.62268, "lumo_ev": 0.65, "max_force_ha_per_bohr": 0.0601, "homo_energy_ev": -1.46, "charge": -1}

---

Entry 4:
{"formula": "C26H47BrF3N2O17P", "method": "ωB97M-V/def2-TZVPD", "symbols": ["N", "C", "C", "C", "O", "O", "C", "O", "C", "C", "C", "C", "F", "C", "F", "F", "P", "O", "Br", "C", "N", "O", "H", "H", "H", "H", "H", "H", "H", "H", "H", "H", "H", "H", "H", "H", "H", "C", "C", "O", "C", "O", "O", "C", "H", "H", "H", "H", "H", "H", "H", "H", "C", "C", "O", "C", "O", "O", "C", "H", "H", "H", "H", "H", "H", "H", "H", "C", "C", "O", "C", "O", "O", "C", "H", "H", "H", "H", "H", "H", "H", "H", "C", "C", "O", "C", "O", "O", "C", "H", "H", "H", "H", "H", "H", "H", "H"], "coordinates": [[1.8693, 1.3824, -1.2714], [1.4550, -0.0209, -1.5804], [2.6587, -0.8590, -0.9358], [2.9182, -2.2786, -1.6124], [3.5283, -2.1849, -2.9355], [1.5276, -0.0244, -3.0296], [0.4880, -0.8389, -3.5195], [0.5787, -1.4869, -4.5697], [-0.8278, -0.8843, -2.5436], [-1.2755, -2.4188, -2.7385], [-2.3163, -2.9509, -1.6446], [-3.3232, -1.8665, -1.0840], [-3.0015, -0.9923, -0.0200], [-4.6247, -1.7092, -1.6414], [-5.7258, -1.8039, -0.7524], [-4.8296, -1.4224, -3.0094], [-1.9861, 0.3193, -3.4460], [-3.1403, 1.0080, -2.3857], [-0.7394, 2.1283, -4.1326], [-0.0823, -0.4520, -1.2011], [-0.5486, 0.7179, -0.4240], [0.1364, -1.5646, -0.2918], [1.2616, 2.0624, -1.7395], [1.9364, 1.5390, -0.2622], [3.6060, -0.2335, -1.1173], [2.5859, -0.9412, 0.2082], [3.7035, -2.8097, -0.9585], [1.9995, -2.9599, -1.5929], [2.9585, -2.7516, -3.4963], [-0.3145, -3.0338, -2.6053], [-1.6272, -2.6297, -3.8029], [-1.8229, -3.4978, -0.7665], [-2.9596, -3.7438, -2.1701], [-3.0425, 1.9867, -2.4035], [-1.0707, 1.3961, -0.9845], [-1.0292, 0.4603, 0.4426], [0.3242, -1.2269, 0.6052], [-6.7251, 0.6866, -3.0752], [-6.6647, 2.1026, -3.6148], [-7.4768, 2.2478, -4.7871], [-8.7970, 2.3224, -4.5699], [-9.3451, 2.2873, -3.4958], [-9.4107, 2.4182, -5.7601], [-10.8342, 2.4020, -5.6771], [-6.4646, -0.0318, -3.8543], [-6.0399, 0.5649, -2.2352], [-7.7314, 0.4335, -2.7343], [-5.6396, 2.3306, -3.9153], [-6.9498, 2.8373, -2.8567], [-11.2006, 3.1689, -4.9920], [-11.1783, 1.4133, -5.3665], [-11.2292, 2.6106, -6.6716], [9.4910, -0.0673, -1.3383], [9.5446, 1.3518, -1.8715], [8.7357, 1.4962, -3.0451], [7.4133, 1.5612, -2.8314], [6.8632, 1.5177, -1.7579], [6.8032, 1.6576, -4.0216], [5.3778, 1.6314, -3.9432], [9.7591, -0.7817, -2.1207], [10.1749, -0.1891, -0.4956], [8.4854, -0.3278, -1.0020], [10.5689, 1.5877, -2.1678], [9.2524, 2.0811, -1.1113], [5.0033, 2.3928, -3.2564], [5.0397, 0.6388, -3.6380], [4.9832, 1.8410, -4.9377], [3.4500, 2.7404, 5.7304], [3.2260, 2.9655, 4.2472], [2.2590, 2.0452, 3.7222], [0.9805, 2.3173, 4.0186], [0.5831, 3.2523, 4.6672], [0.2156, 1.3485, 3.4887], [-1.1686, 1.4605, 3.8203], [3.7170, 1.6984, 5.9246], [4.2470, 3.3871, 6.1026], [2.5453, 2.9485, 6.3053], [4.1576, 2.7796, 3.7089], [2.9304, 3.9962, 4.0343], [-1.5606, 2.4458, 3.5610], [-1.3148, 1.2560, 4.8827], [-1.7144, 0.7115, 3.2452], [-1.2782, -3.3662, 8.6657], [-1.2861, -4.2633, 7.4426], [-1.1798, -3.4970, 6.2355], [0.0427, -3.0245, 5.9567], [1.0386, -3.1931, 6.6158], [-0.0359, -2.3058, 4.8250], [1.1836, -1.6572, 4.4683], [-2.0559, -2.6023, 8.5864], [-1.4442, -3.9500, 9.5734], [-0.3265, -2.8407, 8.7672], [-2.2382, -4.7954, 7.3912], [-0.4966, -5.0180, 7.4892], [2.0112, -2.3674, 4.4163], [1.4042, -0.8611, 5.1822], [1.0511, -1.2106, 3.4829]], "mulliken_charge": [-0.53, 0.09, -0.67, -0.52, -0.52, -0.23, -0.35, -0.61, 1.39, -0.96, -0.52, 0.39, -0.29, 0.10, -0.25, -0.18, 0.14, -0.49, -0.26, 0.93, -0.48, -0.51, 0.31, 0.22, 0.44, 0.17, 0.34, 0.16, 0.32, 0.25, 0.43, 0.36, 0.39, 0.30, 0.20, 0.09, 0.39, -0.67, -0.29, -0.39, 0.76, -0.55, -0.35, -0.63, 0.27, 0.05, 0.38, 0.25, 0.34, 0.29, 0.29, 0.23, -1.08, -0.16, -0.38, 0.76, -0.56, -0.37, -0.57, 0.29, 0.35, 0.30, 0.29, 0.29, 0.30, 0.24, 0.28, -1.13, -0.24, -0.26, 0.57, -0.56, -0.10, -0.79, 0.27, 0.38, 0.31, 0.32, 0.33, 0.37, 0.34, 0.19, -1.10, -0.16, -0.37, 0.67, -0.55, -0.23, -0.38, 0.29, 0.35, 0.31, 0.29, 0.31, 0.42, 0.27, -0.14], "gap_ev": 8.5, "energy_ha": -5622.34540, "lumo_ev": -0.69, "max_force_ha_per_bohr": 0.0805, "homo_energy_ev": -9.14}

---

Entry 5:
{"formula": "C4H6NOS", "method": "ωB97M-V/def2-TZVPD", "symbols": ["C", "C", "C", "C", "N", "O", "S", "H", "H", "H", "H", "H", "H"], "coordinates": [[-0.4809, -1.0918, -0.7083], [-1.4590, -0.1709, -0.9048], [0.7378, -0.4633, 1.5007], [0.4445, -0.0233, 0.0206], [-0.8747, 0.9147, -0.2595], [-0.0922, -0.5638, 2.3268], [1.8933, 0.5015, -0.9343], [-0.1364, -2.1043, -0.9984], [-2.4286, -0.1689, -1.3769], [1.8315, -0.6968, 1.6213], [-0.6701, 1.7522, -0.8700], [-1.5306, 1.2512, 0.4632], [2.7653, 0.8635, 0.1196]], "nbo_charge": [-0.15, -0.03, 0.42, -0.11, -0.57, -0.42, 0.09, 0.28, 0.26, 0.16, 0.45, 0.45, 0.18], "e_above_lowest_kj_mol": 238.9, "gap_ev": 10.4, "energy_ha": -683.83853, "lumo_ev": -4.32, "max_force_ha_per_bohr": 0.0863, "homo_energy_ev": -14.73, "charge": 1}

---

Entry 6:
{"formula": "C5H8O", "method": "ωB97M-V/def2-TZVPD", "symbols": ["O", "C", "C", "C", "C", "C", "H", "H", "H", "H", "H", "H", "H", "H"], "coordinates": [[1.7087, 2.6201, -1.0633], [1.7168, 1.4500, -0.8316], [0.3613, 0.6733, -0.7096], [0.3749, -0.7174, -0.1491], [-0.6892, -1.1582, 0.8339], [-1.9508, -0.7323, 0.8465], [2.5097, 0.8110, -0.3997], [-0.1210, 1.3249, 0.0520], [-0.2100, 0.7885, -1.6118], [0.3715, -1.4629, -0.9853], [1.3482, -0.9449, 0.2998], [-0.3561, -1.7956, 1.6534], [-2.5751, -0.8623, 1.7688], [-2.4890, 0.0058, 0.2960]], "nbo_charge": [-0.50, 0.47, -0.53, -0.46, -0.16, -0.41, 0.10, 0.24, 0.23, 0.22, 0.21, 0.21, 0.20, 0.20], "e_above_lowest_kj_mol": 185.1, "gap_ev": 10.7, "energy_ha": -270.48741, "lumo_ev": 0.97, "max_force_ha_per_bohr": 0.0588, "homo_energy_ev": -9.74}